Density functional theory data (wB97M-V/def2-TZVPD) for a molecular structure, C39H43F6HfN3O6P4S2.

```
! RIJCOSX wB97M-V def2-TZVPD def2/J DEFGRID3
* xyz 2 1
Hf -0.014 0.559 0.088
N -0.932 2.427 1.223
C -2.412 2.735 1.262
C -3.195 2.030 0.154
C -2.921 0.558 0.345
O -3.461 -0.103 1.191
O -1.884 0.098 -0.386
H -0.595 2.502 2.185
H -0.473 3.180 0.717
H -2.541 3.814 1.201
H -2.782 2.402 2.231
H -2.895 2.370 -0.833
H -4.256 2.219 0.307
N 0.725 -0.729 3.187
P -0.871 -0.557 2.644
C -1.700 -2.121 3.042
C -1.354 -2.728 4.252
C -1.967 -3.905 4.649
C -2.946 -4.478 3.848
C -3.308 -3.867 2.656
C -2.691 -2.693 2.252
C -1.621 0.611 3.809
C -2.977 0.533 4.122
C -3.550 1.483 4.955
C -2.779 2.513 5.479
C -1.423 2.584 5.188
C -0.843 1.634 4.359
P 1.872 -0.089 2.133
C 2.820 1.137 3.061
C 2.565 2.498 2.918
C 3.220 3.422 3.718
C 4.128 2.987 4.672
C 4.385 1.630 4.826
C 3.740 0.705 4.021
C 3.053 -1.428 1.854
C 2.754 -2.726 2.264
C 3.684 -3.742 2.078
C 4.898 -3.467 1.464
C 5.192 -2.175 1.042
C 4.277 -1.153 1.244
H 0.960 -0.973 4.143
H -0.622 -2.286 4.918
H -1.692 -4.364 5.589
H -3.435 -5.391 4.160
H -4.084 -4.299 2.037
H -2.998 -2.217 1.328
H -3.585 -0.263 3.714
H -4.601 1.415 5.200
H -3.232 3.249 6.129
H -0.811 3.365 5.621
H 0.226 1.678 4.176
H 1.862 2.842 2.170
H 3.030 4.480 3.590
H 4.643 3.706 5.295
H 5.095 1.294 5.570
H 3.963 -0.348 4.135
H 1.806 -2.944 2.740
H 3.460 -4.745 2.415
H 5.622 -4.258 1.321
H 6.145 -1.961 0.577
H 4.529 -0.140 0.947
C -0.460 -2.971 -0.104
P -1.463 -2.874 -1.653
C -1.188 -4.613 -2.194
C -0.552 -1.991 -3.010
C -1.289 -2.124 -4.193
C -0.848 -1.620 -5.403
C 0.340 -0.909 -5.456
C 1.061 -0.708 -4.294
C 0.641 -1.250 -3.079
P 1.680 -1.066 -1.603
C 2.364 -2.754 -1.441
C 3.225 -0.197 -2.042
H -1.065 -3.579 0.565
H -0.367 -2.016 0.426
H 0.517 -3.435 -0.158
H -1.611 -5.271 -1.432
H -0.138 -4.868 -2.339
H -1.725 -4.800 -3.123
H -2.239 -2.647 -4.163
H -1.437 -1.776 -6.297
H 0.697 -0.495 -6.389
H 1.959 -0.109 -4.351
H 3.142 -2.818 -2.205
H 1.615 -3.500 -1.674
H 2.803 -2.934 -0.465
H 3.405 -0.195 -3.115
H 4.030 -0.764 -1.577
H 3.289 0.819 -1.676
F -2.261 2.461 -4.154
C -1.107 2.620 -4.776
F -0.970 3.887 -5.093
F -1.068 1.878 -5.847
S 0.001 2.973 -2.515
O -0.535 1.972 -1.519
O -0.056 2.211 -3.947
N 1.610 2.967 -2.389
S 2.264 3.050 -0.991
O 3.678 2.974 -1.027
O 1.605 2.130 -0.017
C 1.854 4.709 -0.287
F 2.300 5.652 -1.081
F 2.363 4.835 0.926
F 0.503 4.797 -0.202
*
```

Löwdin atomic charge list, values in e, 4 entries: atom 1 (Hf): 1.50, atom 2 (N): -0.03, atom 3 (C): -0.14, atom 4 (C): -0.06

Density functional theory data (wB97M-V/def2-TZVPD) for 2 unconnected molecules or ions with the total composition C39H43N2O3 in a non-equilibrium geometry.

```
! RIJCOSX wB97M-V def2-TZVPD def2/J DEFGRID3
* xyz 1 1
C 1.787 1.170 -7.583
O 0.739 0.274 -7.132
C 0.953 -0.394 -5.964
C -0.120 -1.169 -5.458
C 0.012 -1.785 -4.239
C 1.198 -1.680 -3.457
C 1.272 -2.300 -2.153
O 2.410 -2.498 -1.519
C 2.629 -3.849 -1.027
C 2.301 -0.966 -4.005
C 2.198 -0.397 -5.267
H 1.327 1.761 -8.364
H 2.143 1.824 -6.770
H 2.630 0.591 -7.990
H -1.012 -1.299 -6.071
H -0.808 -2.367 -3.829
H 0.443 -2.936 -1.832
H 3.691 -3.935 -0.808
H 2.034 -4.031 -0.116
H 2.333 -4.557 -1.825
H 3.232 -0.895 -3.428
H 3.085 0.033 -5.765
C 3.136 3.629 5.156
C 2.015 3.131 4.295
C 1.288 2.004 4.681
C 0.210 1.533 3.927
C -0.639 0.446 4.516
C -0.032 2.140 2.680
N -1.060 1.651 1.820
C -1.157 0.431 1.219
C -0.377 -0.809 1.488
C 1.067 -0.928 1.199
C 1.732 -1.929 2.060
C 1.803 0.220 0.749
C 1.319 1.033 -0.290
C 2.082 2.085 -0.785
C 3.262 2.458 -0.129
C 3.702 1.739 0.988
C 3.012 0.608 1.400
O -0.984 -1.776 2.002
N -2.429 0.352 0.730
C -3.092 -0.826 0.301
C -2.494 -1.582 -0.711
C -1.253 -1.102 -1.377
C -3.085 -2.794 -1.094
C -4.303 -3.190 -0.537
C -4.943 -4.473 -0.974
C -4.903 -2.386 0.436
C -4.303 -1.204 0.894
C -4.925 -0.447 2.024
C -3.015 1.611 0.795
C -2.192 2.401 1.484
C 0.617 3.331 2.309
C 0.298 4.095 1.064
C 1.658 3.792 3.123
H 3.644 4.477 4.687
H 2.768 3.955 6.138
H 3.877 2.839 5.335
H 1.540 1.488 5.609
H -1.701 0.527 4.253
H -0.283 -0.558 4.249
H -0.571 0.517 5.612
H 2.747 -2.168 1.720
H 1.797 -1.508 3.090
H 1.147 -2.856 2.129
H 0.338 0.808 -0.703
H 1.708 2.644 -1.642
H 3.801 3.348 -0.448
H 4.573 2.078 1.562
H 3.343 0.045 2.286
H -1.130 -1.660 -2.299
H -1.258 -0.038 -1.645
H -0.351 -1.294 -0.774
H -2.579 -3.405 -1.846
H -5.998 -4.503 -0.691
H -4.869 -4.591 -2.060
H -4.449 -5.340 -0.518
H -5.856 -2.680 0.880
H -5.808 -1.001 2.356
H -4.264 -0.355 2.895
H -5.263 0.555 1.739
H -3.997 1.798 0.395
H -2.330 3.407 1.837
H 1.146 4.756 0.848
H 0.170 3.455 0.184
H -0.588 4.737 1.169
H 2.205 4.683 2.809
*
```

Löwdin atomic charge list, values in e, 4 entries: atom 1 (C): -0.03, atom 2 (O): -0.04, atom 3 (C): -0.21, atom 4 (C): 0.04

Density functional theory data (wB97M-V/def2-TZVPD) for a molecular structure, C39H44ClF2N5O5SSi2Sr.

```
! RIJCOSX wB97M-V def2-TZVPD def2/J DEFGRID3
* xyz -2 1
Sr 0.107 -0.507 0.874
C -0.899 -2.911 -3.329
C -0.405 -2.040 -2.342
N -1.186 -1.338 -1.550
C -2.523 -1.448 -1.698
C -3.111 -2.293 -2.651
C -2.252 -3.038 -3.479
C -4.539 -2.385 -2.746
C -5.331 -1.675 -1.921
C -4.768 -0.800 -0.935
C -5.572 -0.060 -0.053
C -4.977 0.751 0.869
C -3.577 0.836 0.883
N -2.794 0.168 0.066
C -3.376 -0.663 -0.825
H -0.197 -3.467 -3.935
H 0.663 -1.924 -2.203
H -2.677 -3.706 -4.220
H -4.964 -3.047 -3.493
H -6.411 -1.750 -1.985
H -6.650 -0.157 -0.108
H -5.551 1.313 1.593
H -3.089 1.455 1.624
F 5.318 -0.534 3.607
C 4.105 0.095 3.605
C 3.143 -0.255 2.683
C 1.891 0.384 2.665
C 1.679 1.386 3.637
C 2.684 1.703 4.545
F 2.514 2.705 5.474
C 3.912 1.080 4.558
C 0.391 2.125 3.638
C -0.221 2.584 4.811
C -1.395 3.303 4.736
C -1.946 3.573 3.492
C -1.297 3.057 2.386
N -0.178 2.340 2.443
H 3.371 -1.034 1.959
H 4.681 1.357 5.265
H 0.225 2.352 5.766
H -1.883 3.643 5.642
H -2.862 4.139 3.379
H -1.697 3.227 1.390
C 2.121 1.836 -3.370
Si 2.221 1.460 -1.487
C 0.915 2.578 -0.727
C 3.915 2.115 -0.970
N 1.894 -0.112 -0.982
C 2.655 -1.191 -1.394
C 3.536 -1.163 -2.486
C 4.270 -2.272 -2.922
C 4.119 -3.472 -2.261
C 3.244 -3.545 -1.171
C 2.500 -2.453 -0.691
N 1.636 -2.510 0.383
Si 1.634 -3.857 1.419
C 0.887 -5.448 0.682
C 0.595 -3.525 2.943
C 3.363 -4.283 2.085
H 1.803 2.871 -3.547
H 1.423 1.163 -3.878
H 3.097 1.716 -3.849
H 0.991 3.607 -1.096
H 0.988 2.597 0.365
H -0.082 2.195 -0.976
H 4.125 3.104 -1.393
H 4.694 1.424 -1.303
H 3.972 2.180 0.120
H 3.655 -0.232 -3.028
H 4.939 -2.179 -3.772
H 4.668 -4.355 -2.570
H 3.144 -4.502 -0.672
H -0.193 -5.314 0.558
H 1.044 -6.302 1.350
H 1.304 -5.695 -0.297
H -0.467 -3.403 2.734
H 0.929 -2.630 3.479
H 0.697 -4.374 3.628
H 4.140 -4.029 1.360
H 3.465 -5.343 2.341
H 3.551 -3.697 2.989
O -3.916 2.406 -2.810
S -2.479 2.400 -2.385
C -1.512 2.790 -3.865
C -1.794 4.255 -4.152
C -1.550 4.956 -2.817
C -2.175 4.084 -1.719
H -1.821 2.091 -4.642
H -0.464 2.612 -3.614
H -2.839 4.363 -4.451
H -1.164 4.648 -4.951
H -1.956 5.969 -2.800
H -0.474 5.029 -2.639
H -3.173 4.406 -1.422
H -1.541 4.007 -0.839
O -2.023 -1.784 4.629
Cl -2.582 -1.104 3.497
O -3.946 -1.519 3.280
O -2.528 0.326 3.690
O -1.809 -1.441 2.299
*
```

Löwdin atomic charge list, values in e, 4 entries: atom 1 (Sr): 1.28, atom 2 (C): -0.03, atom 3 (C): -0.09, atom 4 (N): 0.10

The LUMO results, record by record, are as follows: -6.241 -4.755 3.802 eV.
The frontier orbital gap results, record by record, are as follows: 6.7 3.5 4.5 eV.